1.
# C21H32N4O3

C21H32N4O3 in the gas phase (the ωB97M-V functional and the def2-TZVPD basis, the OMol25 dataset).

Geometry (Å):
1 C 3.528 -2.846 2.046
2 C 2.167 -2.727 2.654
3 C 1.329 -1.672 2.322
4 C 0.062 -1.629 2.891
5 N -0.384 -2.537 3.752
6 C 0.421 -3.536 4.070
7 C 1.695 -3.681 3.553
8 H 2.312 -4.517 3.842
9 H 0.014 -4.250 4.773
10 N -0.880 -0.637 2.620
11 C -0.786 0.414 1.777
12 O 0.232 0.745 1.198
13 C -2.097 1.153 1.560
14 C -2.953 0.318 0.591
15 C -2.051 -0.372 -0.437
16 O -1.751 -1.540 -0.255
17 N -1.581 0.348 -1.478
18 C -1.955 1.705 -1.795
19 H -2.577 2.140 -1.014
20 H -2.532 1.726 -2.728
21 C -0.761 2.661 -1.999
22 O -0.836 3.539 -2.839
23 N 0.278 2.443 -1.188
24 H 0.214 1.730 -0.467
25 C 1.509 3.238 -1.183
26 C 2.135 3.228 -2.580
27 H 1.449 3.670 -3.297
28 H 3.059 3.798 -2.578
29 H 2.355 2.208 -2.890
30 C 2.460 2.595 -0.177
31 H 1.997 2.539 0.805
32 H 3.373 3.180 -0.101
33 H 2.719 1.586 -0.489
34 C 1.179 4.674 -0.764
35 H 2.079 5.282 -0.760
36 H 0.746 4.684 0.234
37 H 0.467 5.104 -1.462
38 C -0.722 -0.294 -2.476
39 H -0.529 0.472 -3.229
40 C 0.618 -0.788 -1.899
41 H 1.397 -0.033 -1.989
42 C 0.926 -2.056 -2.688
43 C -0.447 -2.703 -2.830
44 H -0.477 -3.475 -3.598
45 C -1.368 -1.525 -3.152
46 H -2.378 -1.693 -2.784
47 H -1.420 -1.365 -4.229
48 H -0.741 -3.137 -1.875
49 H 1.642 -2.698 -2.177
50 H 1.326 -1.801 -3.672
51 H 0.489 -1.036 -0.847
52 H -3.435 -0.494 1.140
53 H -3.734 0.923 0.131
54 H -1.862 2.128 1.130
55 H -2.624 1.303 2.503
56 H -1.773 -0.839 3.052
57 H 1.645 -0.905 1.635
58 H 3.871 -1.885 1.672
59 H 3.494 -3.545 1.210
60 H 4.244 -3.226 2.771

Values from the calculation:
Strongest force on any atom   0.7 eV/Å
LUMO   0.58 eV
Frontier orbital gap   9.539 eV
Structure (SMILES)   Cc1ccnc(NC(=O)CCC(=O)N(CC(=O)NC(C)(C)C)C2CCCC2)c1
Relative energy (zero: lowest compared OMol25 entry of this formula, charge and spin)   7.4 kJ/mol

Mulliken atomic charge list, values in e, 2 entries:
1. C -1.530
2. C 0.671

=====

2.
# C21H32N6O2S

C21H32N6O2S in the gas phase in a non-equilibrium geometry (the ωB97M-V functional and the def2-TZVPD basis, the OMol25 dataset).

Geometry (Å):
1 C -9.057 -0.598 0.367
2 C -8.622 -1.860 -0.366
3 H -9.381 -2.635 -0.238
4 H -8.523 -1.654 -1.432
5 C -7.284 -2.404 0.155
6 C -6.172 -1.462 -0.125
7 N -5.594 -1.349 -1.265
8 N -4.645 -0.420 -1.313
9 C -4.484 0.196 -0.190
10 N -3.579 1.197 0.004
11 C -3.399 1.795 1.214
12 O -4.033 1.479 2.198
13 C -2.346 2.886 1.209
14 H -2.548 3.571 0.384
15 C -0.920 2.336 1.072
16 C -0.551 2.033 -0.375
17 O -1.373 2.116 -1.281
18 N 0.725 1.694 -0.625
19 C 1.795 1.517 0.331
20 H 2.586 2.243 0.102
21 C 2.356 0.085 0.227
22 N 2.768 -0.271 -1.115
23 C 4.046 0.284 -1.528
24 H 4.283 1.215 -0.998
25 C 5.189 -0.725 -1.299
26 N 5.438 -0.990 0.089
27 C 6.177 -0.196 0.928
28 C 6.124 -0.743 2.182
29 C 5.326 -1.902 2.105
30 C 4.914 -2.033 0.806
31 C 4.069 -3.090 0.185
32 H 3.240 -2.654 -0.369
33 H 4.654 -3.709 -0.498
34 H 3.673 -3.733 0.966
35 H 5.089 -2.566 2.913
36 H 6.608 -0.359 3.059
37 C 6.917 1.010 0.463
38 H 7.624 0.758 -0.329
39 H 7.475 1.427 1.297
40 H 6.246 1.781 0.082
41 H 6.100 -0.326 -1.756
42 H 4.931 -1.662 -1.795
43 H 4.015 0.507 -2.597
44 C 1.670 -0.056 -2.036
45 C 1.132 1.380 -1.984
46 H 1.910 2.087 -2.293
47 H 0.263 1.495 -2.632
48 H 0.865 -0.744 -1.761
49 H 1.993 -0.297 -3.050
50 H 1.575 -0.619 0.530
51 H 3.198 -0.027 0.909
52 H 1.454 1.695 1.347
53 H -0.223 3.084 1.457
54 H -0.815 1.429 1.672
55 H -2.435 3.424 2.153
56 H -2.978 1.476 -0.779
57 S -5.543 -0.352 1.091
58 H -7.067 -3.350 -0.347
59 H -7.350 -2.577 1.230
60 H -9.133 -0.781 1.436
61 H -8.342 0.206 0.208
62 H -10.027 -0.266 0.004

Values from the calculation:
Strongest force on any atom   1.7 eV/Å
LUMO   0.43 eV
Frontier orbital gap   8.285 eV
Structure (SMILES)   CCCc1nnc(NC(=O)CCC(=O)N2CCN(CCn3c(C)ccc3C)CC2)s1
Relative energy (zero: lowest compared OMol25 entry of this formula, charge and spin)   49.1 kJ/mol

Mulliken atomic charge list, values in e, 2 entries:
1. C -1.072
2. C -0.402

=====

3.
# C21H33N2O12P

4 unconnected molecules or ions with the total composition C21H33N2O12P in a non-equilibrium geometry (the ωB97M-V functional and the def2-TZVPD basis, the OMol25 dataset).

Geometry (Å):
1 C 4.626 -0.308 -1.540
2 C 5.054 0.650 -2.742
3 O 4.058 1.605 -3.149
4 C 2.858 0.978 -3.627
5 C 1.730 1.095 -2.480
6 O 0.472 1.589 -2.985
7 C -0.620 1.260 -2.099
8 C -1.810 2.266 -2.441
9 N -2.673 3.018 -2.719
10 C -0.277 1.526 -0.547
11 C -1.584 1.754 0.286
12 N -2.402 2.139 1.045
13 P -1.183 -0.531 -2.413
14 C -2.984 -0.613 -2.954
15 O -1.144 -1.346 -0.898
16 H 4.457 -1.365 -1.932
17 H 5.495 -0.370 -0.782
18 H 3.725 0.036 -0.951
19 H 5.942 1.264 -2.366
20 H 5.452 0.024 -3.605
21 H 3.021 -0.099 -3.962
22 H 2.419 1.532 -4.529
23 H 2.194 1.756 -1.670
24 H 1.585 0.025 -2.093
25 H 0.389 2.455 -0.529
26 H 0.342 0.649 -0.160
27 H -3.144 -1.527 -3.610
28 H -3.338 0.283 -3.549
29 H -3.632 -0.735 -2.020
30 H -1.869 -1.003 -0.314
31 C -4.997 2.929 0.371
32 C -6.388 3.420 0.041
33 C -6.607 4.877 0.326
34 O -8.019 4.932 0.517
35 C -8.395 3.705 0.982
36 O -9.477 3.450 1.422
37 O -7.371 2.810 0.878
38 H -4.930 1.849 0.228
39 H -4.252 3.412 -0.264
40 H -4.746 3.123 1.416
41 H -6.635 3.172 -0.998
42 H -6.301 5.517 -0.502
43 H -6.121 5.219 1.245
44 C -3.489 -5.913 0.604
45 C -2.942 -4.548 0.956
46 C -2.786 -4.312 2.430
47 O -2.862 -2.890 2.510
48 C -3.629 -2.483 1.460
49 O -4.051 -1.373 1.319
50 O -3.852 -3.510 0.591
51 H -3.663 -5.986 -0.472
52 H -2.792 -6.700 0.899
53 H -4.451 -6.091 1.091
54 H -2.003 -4.371 0.419
55 H -1.832 -4.674 2.815
56 H -3.599 -4.734 3.028
57 C 8.127 -0.144 4.427
58 C 8.108 -0.596 2.984
59 C 6.965 -0.042 2.184
60 O 6.822 -1.020 1.156
61 C 7.258 -2.201 1.683
62 O 7.112 -3.267 1.165
63 O 7.880 -2.001 2.880
64 H 8.925 -0.652 4.973
65 H 8.288 0.934 4.496
66 H 7.191 -0.395 4.932
67 H 9.072 -0.379 2.511
68 H 7.186 0.939 1.761
69 H 6.025 0.010 2.742

Values from the calculation:
Strongest force on any atom   4.0 eV/Å
LUMO   0.13 eV
Frontier orbital gap   9.385 eV
Structure (SMILES)   CCOCCO[C@](C#N)(CC#N)P(C)O.C[C@@H]1COC(=O)O1.C[C@@H]1COC(=O)O1.C[C@@H]1COC(=O)O1

Mulliken atomic charge list, values in e, 2 entries:
1. C -0.355
2. C -0.433

=====

4.
# C21H33N3O

A molecular structure, C21H33N3O in a non-equilibrium geometry (the ωB97M-V functional and the def2-TZVPD basis, the OMol25 dataset).

Geometry (Å):
1 C 0.514 2.723 -2.479
2 O -0.861 2.946 -2.089
3 C -1.612 1.890 -1.640
4 C -3.036 2.230 -1.848
5 C -3.966 1.211 -2.083
6 C -5.294 1.547 -2.354
7 C -5.720 2.876 -2.405
8 C -7.130 3.206 -2.710
9 C -4.775 3.887 -2.202
10 C -3.436 3.586 -1.910
11 H 1.019 3.702 -2.587
12 H 1.055 2.132 -1.701
13 H 0.549 2.185 -3.452
14 H -1.278 0.853 -1.875
15 H -3.620 0.179 -1.980
16 H -6.034 0.761 -2.528
17 H -7.252 4.269 -2.786
18 H -7.422 2.748 -3.639
19 H -7.786 2.836 -1.941
20 H -5.093 4.935 -2.260
21 H -2.718 4.384 -1.693
22 C 5.892 -5.935 1.083
23 C 5.599 -4.540 1.631
24 C 4.121 -4.303 1.895
25 C 3.791 -2.928 2.510
26 N 3.220 -1.961 1.561
27 C 3.937 -1.220 0.622
28 C 3.040 -0.542 -0.124
29 N 1.769 -0.896 0.339
30 C 0.461 -0.443 -0.184
31 C -0.102 0.710 0.639
32 C -0.339 0.361 2.097
33 C -1.502 1.255 2.566
34 C -2.233 1.769 1.305
35 N -1.383 1.355 0.135
36 C 1.913 -1.739 1.373
37 H 6.971 -6.089 0.998
38 H 5.492 -6.716 1.738
39 H 5.456 -6.069 0.088
40 H 6.154 -4.393 2.567
41 H 5.970 -3.786 0.926
42 H 3.547 -4.451 0.972
43 H 3.771 -5.062 2.608
44 H 3.047 -3.075 3.298
45 H 4.693 -2.485 2.948
46 H 5.012 -1.249 0.578
47 H 3.195 0.149 -0.936
48 H 0.615 -0.095 -1.210
49 H -0.213 -1.321 -0.210
50 H 0.665 1.509 0.597
51 H -0.569 -0.705 2.280
52 H 0.583 0.545 2.675
53 H -2.130 0.771 3.345
54 H -1.095 2.166 3.047
55 H -3.250 1.376 1.243
56 H -2.294 2.855 1.347
57 H -1.022 2.280 -0.132
58 H 1.112 -2.181 1.947

Values from the calculation:
Strongest force on any atom   3.8 eV/Å
Total charge   +2
LUMO   -5.61 eV
Frontier orbital gap   8.685 eV

Mulliken atomic charge list, values in e, 2 entries:
1. C -0.486
2. O -0.282

=====

Question: Among the records above, which one has the lowest frontier orbital gap?
Answer: C21H32N6O2S

=====

Question: strongest force on any atom of number 1 (C21H32N4O3)?
Answer: 0.7 eV/Å